Here is the molecule C18H23N3O3 from the OMol25 dataset. Energies are from the ωB97M-V functional and the def2-TZVPD basis.

Molar mass = 329.40 u
Total charge = 0
Calculated total energy = -1089.76771 Ha
Structure (SMILES) = CCOC(=O)C1CCN(C(=O)CCc2nc3ccccc3[nH]2)CC1

Geometry (Å):
C1 -7.084 -1.944 0.126
C2 -5.699 -2.057 0.746
H1 -5.414 -3.102 0.887
H2 -5.670 -1.528 1.704
O1 -4.696 -1.512 -0.115
C3 -4.503 -0.190 -0.067
O2 -5.107 0.549 0.664
C4 -3.444 0.236 -1.074
C5 -2.152 -0.568 -0.889
H3 -2.373 -1.635 -0.877
H4 -1.482 -0.361 -1.726
C6 -1.462 -0.162 0.417
N1 -1.186 1.254 0.404
C7 0.024 1.843 0.260
O3 0.139 3.050 0.145
C8 1.235 0.923 0.277
H5 1.188 0.219 -0.554
H6 1.259 0.350 1.205
C9 2.522 1.735 0.160
C10 3.713 0.849 0.114
N2 3.690 -0.451 0.085
C11 5.003 -0.852 0.043
C12 5.556 -2.126 0.001
C13 6.932 -2.226 -0.035
C14 7.751 -1.096 -0.031
C15 7.222 0.180 0.010
C16 5.843 0.286 0.047
N3 4.986 1.357 0.093
H7 5.239 2.331 0.108
H8 7.856 1.054 0.014
H9 8.823 -1.223 -0.061
H10 7.393 -3.202 -0.068
H11 4.923 -2.999 -0.002
H12 2.602 2.423 1.006
H13 2.482 2.349 -0.745
C17 -2.389 2.058 0.313
C18 -3.154 1.736 -0.971
H14 -4.090 2.295 -0.975
H15 -2.558 2.044 -1.832
H16 -2.088 3.107 0.325
H17 -3.022 1.854 1.181
H18 -0.548 -0.736 0.554
H19 -2.131 -0.371 1.261
H20 -3.863 0.008 -2.061
H21 -7.813 -2.423 0.774
H22 -7.101 -2.428 -0.848
H23 -7.353 -0.898 0.006


Here is the molecule C18H23N3O3 at a distorted geometry from the OMol25 dataset. Energies are from the ωB97M-V functional and the def2-TZVPD basis.

Molar mass = 329.40 u
Total charge = 0
Calculated total energy = -1089.59707 Ha
Structure (SMILES) = CCCCCCCCNC(=O)/C(C#N)=C/c1ccccc1[N+](=O)[O-]

Geometry (Å):
C1 5.263 5.503 4.299
H1 5.717 5.255 3.343
C2 3.811 5.045 4.356
C3 3.652 3.525 4.288
C4 4.004 2.946 2.918
C5 3.881 1.423 2.857
C6 2.439 0.924 2.937
C7 2.367 -0.595 2.791
C8 0.949 -1.142 2.964
N1 0.076 -0.743 1.884
C9 -0.431 -1.622 0.999
O1 -0.277 -2.823 1.057
C10 -1.263 -0.996 -0.091
C11 -1.638 -1.756 -1.135
C12 -2.510 -1.307 -2.212
C13 -3.739 -0.716 -1.922
C14 -4.603 -0.340 -2.935
C15 -4.266 -0.550 -4.265
C16 -3.050 -1.123 -4.579
C17 -2.180 -1.490 -3.561
N2 -0.887 -2.009 -3.915
O2 -0.728 -2.400 -5.051
O3 -0.027 -2.009 -3.056
H2 -2.745 -1.282 -5.603
H3 -4.944 -0.257 -5.051
H4 -5.547 0.119 -2.685
H5 -4.018 -0.568 -0.890
H6 -1.286 -2.781 -1.140
C18 -1.590 0.369 0.011
N3 -1.833 1.486 0.129
H7 -0.076 0.245 1.750
H8 0.963 -2.234 2.961
H9 0.527 -0.792 3.912
H10 2.745 -0.892 1.810
H11 3.004 -1.058 3.548
H12 1.858 1.405 2.146
H13 2.002 1.209 3.896
H14 4.461 0.983 3.672
H15 4.317 1.074 1.918
H16 3.355 3.392 2.161
H17 5.033 3.214 2.673
H18 2.615 3.279 4.526
H19 4.287 3.063 5.048
H20 3.370 5.398 5.292
H21 3.253 5.502 3.536
H22 5.323 6.582 4.430
H23 5.843 5.030 5.088


Here is the molecule C18H23N3O5S at a distorted geometry from the OMol25 dataset. Energies are from the ωB97M-V functional and the def2-TZVPD basis.

Molar mass = 393.46 u
Total charge = 0
Calculated total energy = -1638.33013 Ha
Structure (SMILES) = COCCNC(=O)c1onc(CSc2ccccc2)c1C(=O)NCCOC

Geometry (Å):
C1 -4.103 -0.223 2.118
H1 -3.450 0.615 1.853
O1 -4.292 -1.105 1.032
C2 -5.123 -0.622 0.012
C3 -4.489 0.508 -0.825
N1 -3.200 0.111 -1.332
C4 -2.060 0.479 -0.726
O2 -2.014 1.319 0.164
C5 -0.863 -0.225 -1.234
C6 0.495 -0.117 -1.011
C7 1.036 -1.212 -1.766
N2 0.079 -1.868 -2.365
O3 -1.088 -1.274 -2.055
C8 2.437 -1.668 -1.788
H2 2.681 -2.167 -2.723
H3 3.117 -0.847 -1.571
S1 2.657 -2.965 -0.492
C9 1.987 -2.057 0.897
C10 2.796 -1.197 1.620
C11 2.248 -0.458 2.654
C12 0.902 -0.578 2.958
C13 0.101 -1.451 2.241
C14 0.645 -2.199 1.212
H4 0.034 -2.889 0.648
H5 -0.949 -1.548 2.475
H6 0.475 0.008 3.759
H7 2.873 0.217 3.218
H8 3.839 -1.100 1.363
C15 1.325 0.893 -0.303
O4 2.519 1.002 -0.541
N3 0.677 1.629 0.611
C16 1.315 2.750 1.251
H9 1.064 2.753 2.314
C17 0.851 4.082 0.629
O5 1.026 4.162 -0.760
C18 2.370 4.201 -1.190
H10 2.863 3.231 -1.074
H11 2.934 4.966 -0.643
H12 2.340 4.461 -2.246
H13 1.378 4.906 1.136
H14 -0.225 4.194 0.782
H15 2.394 2.626 1.134
H16 -0.341 1.593 0.645
H17 -3.170 -0.660 -1.983
H18 -5.153 0.754 -1.657
H19 -4.333 1.397 -0.211
H20 -6.078 -0.260 0.421
H21 -5.315 -1.487 -0.629
H22 -5.062 0.164 2.482
H23 -3.631 -0.810 2.904


Here is the molecule C18H23N3S at a distorted geometry from the OMol25 dataset. Energies are from the ωB97M-V functional and the def2-TZVPD basis.

Molar mass = 313.47 u
Total charge = 0
Calculated total energy = -1262.10466 Ha
Structure (SMILES) = Cc1ccc(CN2CCN(/N=C/c3ccc(C)s3)CC2)cc1

Geometry (Å):
C1 5.739 1.786 3.949
C2 4.684 0.918 3.335
C3 3.365 0.985 3.760
C4 2.396 0.173 3.197
C5 2.724 -0.733 2.200
C6 4.046 -0.806 1.774
C7 5.010 0.010 2.333
H1 6.032 -0.056 1.989
H2 4.303 -1.501 0.990
C8 1.683 -1.618 1.571
N1 1.725 -1.506 0.120
C9 1.443 -0.177 -0.381
H3 2.037 0.546 0.181
C10 -0.042 0.213 -0.313
N2 -0.832 -0.806 -0.974
N3 -2.018 -0.617 -1.528
C11 -2.555 0.525 -1.742
C12 -3.811 0.600 -2.421
C13 -4.595 -0.400 -2.931
C14 -5.780 0.073 -3.524
C15 -5.915 1.427 -3.475
S1 -4.553 2.155 -2.681
C16 -7.025 2.270 -3.994
H4 -6.659 2.973 -4.742
H5 -7.788 1.641 -4.447
H6 -7.479 2.849 -3.189
H7 -6.516 -0.570 -3.976
H8 -4.313 -1.435 -2.872
H9 -2.124 1.483 -1.439
C17 -0.596 -2.153 -0.501
H10 -1.172 -2.830 -1.132
C18 0.902 -2.472 -0.579
H11 1.092 -3.467 -0.171
H12 1.212 -2.462 -1.629
H13 -0.947 -2.264 0.537
H14 -0.177 1.167 -0.825
H15 -0.360 0.334 0.734
H16 1.762 -0.151 -1.427
H17 1.906 -2.662 1.815
H18 0.696 -1.378 1.999
H19 1.373 0.247 3.540
H20 3.089 1.685 4.537
H21 5.296 2.643 4.451
H22 6.308 1.218 4.686
H23 6.436 2.141 3.192


Here is the molecule C18H23N5O3 at a distorted geometry from the OMol25 dataset. Energies are from the ωB97M-V functional and the def2-TZVPD basis.

Molar mass = 357.41 u
Total charge = 0
Calculated total energy = -1199.16968 Ha
Structure (SMILES) = CCc1nc(N)nc(N)c1-c1ccc2c(c1)N(CCCOC)C(=O)CO2

Geometry (Å):
O1 1.092 4.469 -0.179
N1 -2.360 -3.389 3.213
N2 -0.898 -4.482 1.769
O2 -1.547 2.669 -1.604
O3 1.624 2.973 -2.739
C1 0.339 3.491 -0.292
C2 -1.785 -4.425 2.738
C3 -2.283 -2.323 2.537
C4 -0.823 -3.352 1.026
C5 -2.368 0.583 -1.191
C6 -2.491 -0.615 -0.448
C7 -0.422 -0.019 0.677
C8 -1.344 1.465 -0.979
C9 -1.562 -2.315 1.313
C10 -1.527 -0.901 0.524
C11 -0.319 1.193 -0.063
N3 -1.799 -5.595 3.471
N4 -2.705 -1.223 3.140
N5 0.648 2.169 0.137
C12 1.662 3.933 -3.764
C13 -1.039 3.751 -0.868
C14 1.541 -2.811 0.427
C15 2.821 2.525 -2.216
C16 0.177 -3.398 -0.098
C17 2.017 1.793 0.195
C18 2.543 1.295 -1.212
H1 -3.084 0.911 -1.919
H2 -3.311 -1.241 -0.659
H3 0.149 -0.191 1.617
H4 -0.938 -6.092 3.316
H5 -2.001 -5.354 4.482
H6 -2.714 -1.247 4.143
H7 -2.290 -0.399 2.745
H8 2.017 3.560 -4.756
H9 0.660 4.391 -3.924
H10 2.182 4.812 -3.460
H11 -1.077 4.619 -1.416
H12 -1.710 3.868 0.005
H13 2.008 -3.513 1.205
H14 1.431 -1.918 0.896
H15 2.232 -2.727 -0.422
H16 3.491 2.185 -2.966
H17 3.326 3.321 -1.807
H18 -0.193 -2.882 -0.944
H19 0.315 -4.449 -0.422
H20 2.120 0.992 0.969
H21 2.716 2.588 0.496
H22 1.937 0.476 -1.641
H23 3.542 0.828 -1.049


Q: What is the calculated total energy in the first record?
A: -1089.76771 Ha


Q: calculated total energy of number 4 (C18H23N3S)?
A: -1262.10466 Ha